Here is 11 unconnected molecules or ions with the total composition C48H123N5O16 at a distorted geometry from the OMol25 dataset. Energies are from ωB97M-V/def2-TZVPD.

The geometry in XYZ format:
```
192
Properties=species:S:1:pos:R:3:forces:R:3
C 1.691449 7.682619 -2.002656 -0.82 1.32 -1.08
O 0.997361 8.548336 -3.014366 0.71 -1.31 1.15
C 1.327780 9.927637 -3.004303 1.06 -0.11 -0.46
C 2.708987 10.225809 -3.647892 0.19 0.26 -0.16
N 2.904104 11.650340 -3.875932 -1.07 1.00 0.21
C 2.143261 12.212691 -5.007260 0.16 -0.04 0.85
C 2.654214 11.638260 -6.315431 -0.10 0.97 -2.35
O 2.231424 12.446079 -7.444419 -0.75 0.12 -0.80
C 2.573633 11.972027 -8.784682 0.34 -0.27 1.87
H 1.714895 6.650143 -2.351293 0.12 0.28 -0.51
H 1.130486 7.632647 -1.069430 -0.08 0.50 0.07
H 2.695710 8.070393 -1.831765 0.00 -0.20 0.07
H 1.406665 10.344701 -2.000341 -0.47 0.04 0.20
H 0.564632 10.436456 -3.593207 -0.18 -0.11 0.29
H 2.841468 9.735095 -4.612129 -0.17 -0.84 0.20
H 3.454407 9.880775 -2.931371 0.27 -0.04 -0.27
H 3.846698 12.006263 -3.946115 0.14 -0.63 0.26
H 2.208147 13.298160 -4.932186 0.60 0.08 -0.49
H 1.074553 12.101217 -4.824140 -0.06 -0.64 -0.35
H 2.340851 10.615150 -6.523180 -0.04 -0.20 0.34
H 3.739530 11.706365 -6.389904 0.36 -0.38 0.68
H 3.658570 11.887091 -8.846355 0.23 0.17 -0.20
H 2.205270 12.652624 -9.552282 -0.10 0.12 0.44
H 2.192087 10.966665 -8.962950 -0.33 -0.07 0.02
C 7.737754 10.974750 5.383230 -0.04 0.56 -1.63
O 7.684388 9.652659 4.910866 -0.05 -1.01 0.35
C 8.660673 8.843233 5.520893 0.28 -1.99 0.18
C 8.643738 7.327836 5.108548 -0.61 1.16 -0.60
N 7.471917 6.587306 5.431487 -0.93 -2.08 0.65
C 7.605583 5.151022 5.041747 -0.22 0.75 0.90
C 6.348322 4.335620 5.386311 -0.39 0.33 -1.07
O 5.243314 4.624987 4.490709 1.97 1.56 0.87
C 4.143122 3.829593 4.713796 -0.50 -0.80 -1.10
H 7.018382 11.515243 4.768025 -0.23 0.05 0.20
H 8.698057 11.375072 5.058165 0.34 0.35 0.62
H 7.503939 11.166276 6.430482 0.22 -0.47 0.19
H 8.557173 8.886459 6.605111 0.00 0.09 0.22
H 9.687407 9.097194 5.257409 0.13 0.81 -0.07
H 9.466598 6.797871 5.588283 0.28 0.40 0.21
H 8.814693 7.242079 4.035454 0.41 0.33 -0.48
H 6.598350 6.895558 5.029043 0.19 0.57 -0.21
H 8.450717 4.690808 5.553664 -0.06 0.12 0.87
H 8.002396 5.033041 4.033421 -0.84 0.00 -0.79
H 5.963556 4.522304 6.388899 0.46 0.20 0.27
H 6.601691 3.277630 5.318777 -0.03 -0.28 -0.11
H 3.762763 3.693507 5.726176 0.46 0.23 0.42
H 4.446853 2.875768 4.282460 -0.77 -0.69 0.19
H 3.331202 4.265213 4.131448 -0.06 -0.19 -0.07
C -9.475836 7.696869 7.177865 0.52 -1.11 -0.14
O -9.139763 6.974987 5.975567 -0.14 0.97 1.07
C -9.469634 7.800120 4.895461 -1.02 -1.05 -1.54
C -9.142519 7.050989 3.591962 1.08 1.02 1.09
N -7.670814 7.003251 3.466609 -1.16 0.15 -1.32
C -7.368737 6.256244 2.220355 1.86 0.25 1.31
C -5.854942 5.853896 2.235558 -2.17 0.69 0.01
O -5.720078 4.779709 3.166638 0.66 2.61 -0.02
C -5.614249 3.566066 2.564368 0.47 -1.57 0.15
H -10.459382 8.166556 7.166013 -0.19 -0.04 -0.44
H -8.728631 8.472922 7.343744 0.07 -0.02 0.28
H -9.502190 6.937967 7.959835 0.30 0.28 0.20
H -9.002283 8.784832 4.900211 0.35 0.02 0.18
H -10.550790 7.930282 4.943062 -0.33 0.37 -0.18
H -9.568066 7.596777 2.749875 -0.02 -0.07 -0.08
H -9.525714 6.031202 3.627906 -0.49 -0.07 0.01
H -7.368601 6.529527 4.305862 0.51 -0.44 -0.17
H -7.528172 6.883586 1.343360 -0.35 0.15 0.11
H -7.995717 5.365377 2.183507 0.00 -0.30 -0.40
H -5.289898 6.746657 2.503516 0.13 -0.20 0.68
H -5.561497 5.691179 1.198486 0.26 -1.00 0.03
H -5.369473 2.881058 3.376126 -0.26 -0.39 -0.13
H -4.765855 3.522980 1.881388 -0.04 -0.02 -0.42
H -6.548087 3.276159 2.082707 -0.03 -0.26 -0.27
C -10.703724 -15.026585 -3.730406 0.76 -0.35 0.77
O -9.486127 -15.110417 -2.967451 -0.56 0.03 -1.20
C -9.560366 -14.706085 -1.618595 0.05 -1.23 -0.73
C -8.148541 -14.562889 -1.141582 0.68 1.90 0.35
N -7.549013 -13.308449 -1.626040 0.96 0.07 0.08
C -6.134978 -13.146157 -1.209116 -0.90 -0.50 -0.47
C -5.450124 -12.051990 -1.990424 0.29 0.41 1.38
O -5.965050 -10.777662 -1.535808 0.66 0.63 -2.41
C -5.654529 -9.716986 -2.522577 -0.82 -0.56 0.90
H -10.508802 -15.184647 -4.791128 0.48 0.30 0.10
H -11.153838 -14.047705 -3.565262 -0.31 -0.04 -0.10
H -11.361604 -15.854249 -3.465315 -0.39 0.15 0.36
H -10.011725 -15.493787 -1.015353 -0.37 -0.23 0.09
H -10.188146 -13.822253 -1.505307 0.22 0.42 0.08
H -7.448582 -15.329160 -1.474731 -0.59 -0.45 -0.11
H -8.178935 -14.583087 -0.052194 0.12 -0.14 0.44
H -8.028244 -12.485113 -1.290569 -0.39 -0.05 0.04
H -5.631508 -14.092414 -1.407101 0.15 -0.06 -0.17
H -6.043303 -12.989976 -0.134263 0.09 0.26 0.26
H -5.520045 -12.272191 -3.055663 -0.40 0.49 -0.16
H -4.396254 -12.027292 -1.713223 0.33 -0.29 -0.17
H -4.622734 -9.585635 -2.848546 0.47 -0.51 0.68
H -5.976618 -8.786962 -2.054141 -0.07 -0.09 -0.12
H -6.183311 -9.879071 -3.461835 -0.46 -0.13 0.12
C -5.975855 0.364177 7.307268 -0.12 -0.60 -0.11
O -4.954725 -0.648381 7.444655 -2.40 0.98 -2.08
C -4.245558 -0.546790 8.597841 2.56 0.32 0.49
C -3.155744 -1.591691 8.484126 0.24 -0.60 0.87
N -3.772899 -2.876611 8.629133 -0.29 -1.30 -0.24
C -2.949448 -4.004326 8.156736 -0.63 -0.40 -0.27
C -2.906322 -4.196740 6.611262 -0.60 0.19 0.99
O -4.241643 -4.608768 6.277301 0.27 -0.97 -1.31
C -4.294781 -5.152838 4.928301 0.81 0.80 0.46
H -6.727666 0.211498 8.081590 0.08 0.33 0.31
H -6.529333 0.301602 6.370328 0.38 -0.76 -0.21
H -5.598301 1.386131 7.273235 0.43 0.01 0.60
H -4.824190 -0.654195 9.515318 -0.19 -0.09 0.08
H -3.654479 0.368843 8.616053 -0.39 0.78 0.24
H -2.430965 -1.462170 9.287871 0.28 0.21 -0.11
H -2.686380 -1.584985 7.500382 0.38 0.91 -0.09
H -4.544103 -2.755093 7.988375 -0.62 -0.89 -0.03
H -3.370267 -4.967543 8.445205 -0.69 0.13 0.33
H -2.031202 -4.055986 8.741753 0.56 0.61 -0.65
H -2.210870 -4.996169 6.355599 0.23 0.03 -0.09
H -2.691962 -3.285780 6.052429 0.33 0.11 -0.06
H -5.224437 -5.685216 4.727286 -0.02 0.38 0.30
H -3.458799 -5.807493 4.682010 0.12 -0.63 0.70
H -4.080887 -4.367315 4.203523 -0.72 0.47 -0.13
C 1.581629 -1.331490 -1.673613 0.18 1.69 1.28
C 1.515669 -2.791867 -1.500091 -0.49 0.24 -0.03
C 0.422578 -3.162292 -0.510985 0.41 -0.91 -0.99
O 1.253109 -3.335378 -2.782404 -0.13 -0.91 0.06
H 0.599192 -0.859939 -1.697277 -0.14 -0.15 -0.63
H 2.215202 -1.021917 -2.504793 -0.03 0.13 0.00
H 1.988955 -0.932793 -0.744515 0.43 0.34 -0.03
H 2.465367 -3.125023 -1.081551 0.28 -0.40 -0.22
H 0.445751 -4.251718 -0.484276 -0.19 -0.10 0.54
H -0.550889 -2.895260 -0.922287 -0.01 0.32 0.27
H 0.647781 -2.726946 0.462593 -0.28 -0.08 -0.04
H 1.773999 -2.809706 -3.393925 -0.01 -0.17 -0.22
C 7.268567 -2.360239 -8.590545 0.54 -1.68 -0.22
C 6.370423 -2.910359 -7.489902 0.82 -0.42 -0.28
C 7.113220 -3.328963 -6.261585 0.64 0.03 0.83
O 5.443254 -1.972634 -7.099343 -1.97 1.22 0.23
H 6.697700 -2.087443 -9.478118 0.12 0.61 0.26
H 7.915145 -3.173111 -8.921099 -0.05 -0.42 -0.21
H 8.041692 -1.679075 -8.235000 -0.62 0.77 0.05
H 5.774674 -3.768425 -7.801184 0.06 0.03 -0.59
H 7.531516 -2.418523 -5.832355 0.29 0.08 0.19
H 7.935496 -4.032874 -6.389913 -0.11 -0.10 -0.21
H 6.407455 -3.710235 -5.523604 0.05 -0.16 -0.04
H 5.858230 -1.221100 -6.669703 0.22 0.06 -0.01
C -2.146718 0.293484 -6.601266 -0.08 0.73 -0.77
C -2.921076 -0.999932 -6.823959 2.16 -0.31 1.10
C -2.227192 -1.869726 -7.871031 -1.10 -0.28 -0.90
O -2.815010 -1.751492 -5.590106 -0.98 0.29 -0.20
H -2.514528 0.916843 -5.786249 -0.34 -0.23 0.00
H -2.221587 0.870646 -7.522880 0.05 0.31 -0.05
H -1.077857 0.175156 -6.423436 0.07 -0.49 0.01
H -3.943385 -0.706321 -7.062259 -0.15 -0.71 0.22
H -2.610796 -2.889771 -7.892756 -0.35 -0.01 0.42
H -1.157876 -2.006506 -7.709917 0.08 0.56 0.00
H -2.464458 -1.521417 -8.876264 0.54 0.32 -0.16
H -1.863868 -1.828483 -5.485191 0.10 -0.21 0.36
C 7.142470 4.089273 -7.979577 -0.21 0.25 -0.43
C 6.401985 4.167637 -6.657587 -0.36 -0.04 -0.03
C 4.916561 4.403533 -6.916681 -0.13 0.12 -0.18
O 6.558030 2.936833 -5.956322 -0.24 -0.19 0.22
H 8.225893 4.149120 -7.876076 0.01 -0.44 0.10
H 6.883235 4.884965 -8.677981 -0.18 0.30 0.20
H 6.791244 3.179910 -8.467227 0.46 -0.22 -0.01
H 6.791555 4.984446 -6.050017 0.03 0.13 0.14
H 4.218127 4.249276 -6.094192 0.50 0.01 0.41
H 4.540681 3.755511 -7.708438 0.19 -0.03 -0.20
H 4.811612 5.439253 -7.239723 -0.15 0.01 -0.14
H 7.425203 2.898155 -5.546298 0.09 0.08 -0.07
C 3.248311 -9.470858 -0.998417 0.53 0.63 -0.70
C 3.774647 -8.922235 -2.375535 1.33 -1.80 2.05
C 4.760935 -9.918419 -3.023704 -0.03 1.13 -0.11
O 2.754314 -8.693314 -3.271029 -0.76 0.65 -0.68
H 2.583804 -8.734501 -0.546400 -0.50 -0.19 -0.20
H 4.063138 -9.515976 -0.275844 0.27 -0.29 -0.15
H 2.797763 -10.457170 -1.109318 -0.18 0.14 0.07
H 4.333427 -8.027063 -2.102532 0.00 0.41 -0.31
H 5.441392 -10.341841 -2.284937 -0.36 -0.44 -0.01
H 5.415072 -9.369849 -3.701408 -0.05 0.10 -0.20
H 4.208931 -10.619081 -3.650173 0.10 -0.37 0.43
H 2.376144 -7.843167 -3.034751 -0.36 0.05 -0.20
C 4.746939 -5.534375 7.222423 0.48 -0.26 -0.40
C 4.667080 -4.347699 6.256731 0.30 -1.02 -0.41
C 4.277382 -4.766316 4.797466 1.37 -0.30 0.67
O 3.660104 -3.532219 6.693733 -2.58 1.65 0.59
H 4.957347 -5.214648 8.243019 -0.10 0.26 0.04
H 5.556449 -6.219063 6.969455 -0.05 -0.15 -0.17
H 3.795522 -6.066252 7.226588 0.02 -0.06 -0.06
H 5.528014 -3.693920 6.396247 1.01 -0.67 -0.97
H 3.254633 -5.140928 4.755569 -0.07 0.36 0.17
H 4.904163 -5.597285 4.473835 0.13 -0.20 0.17
H 4.476219 -4.009405 4.038750 -0.40 0.35 0.31
H 3.899384 -3.168663 7.549393 -0.10 0.04 0.06
```
Forces are in eV/Å.

Computed properties:
- E_tot: -91969.09164 eV
- Structure (SMILES): COCCNCCOC.COCCNCCOC.COCCNCCOC.COCCNCCOC.COCCNCCOC.CC(C)O.CC(C)O.CC(C)O.CC(C)O.CC(C)O.CC(C)O
- Molar mass: 1026.53 g/mol
- Frontier orbital gap: 8.78 eV

Here is a molecular structure, C47H43Cl2N2O8Tl from the OMol25 dataset. Energies are from ωB97M-V/def2-TZVPD.

The geometry in XYZ format:
```
103
Properties=species:S:1:pos:R:3:forces:R:3
Tl -0.809664 -0.405418 -1.400482 -0.01 -0.01 0.03
C 3.541916 2.600431 3.304430 -0.04 0.01 -0.07
C 2.622294 2.146114 2.185150 0.11 -0.04 -0.21
C 3.288371 2.195585 0.814848 -0.01 -0.08 0.07
O 2.183747 0.839748 2.482249 -0.04 0.09 0.11
C 0.890962 0.705074 1.888575 -0.07 0.00 -0.07
C 0.300089 2.126469 1.952892 0.04 -0.04 -0.19
O 1.458744 2.946369 2.174121 -0.06 0.06 0.30
C -0.456255 2.574667 0.628057 0.04 0.06 0.30
O -0.129228 1.807465 -0.429744 0.03 -0.21 -0.21
C -1.994364 2.637929 0.843711 -0.02 0.05 0.01
C -2.777211 2.579319 -0.308739 0.00 0.09 0.00
C -4.148522 2.762303 -0.263364 -0.01 0.03 0.00
C -4.780685 3.003790 0.950239 -0.01 0.04 -0.01
C -4.021106 3.043034 2.109140 -0.03 0.00 0.02
C -2.642666 2.862943 2.056408 0.03 0.00 0.00
C -0.084263 4.067797 0.367216 0.01 -0.09 -0.04
C -0.300598 5.086807 1.290067 -0.02 0.02 0.03
C 0.015005 6.400825 0.986217 0.00 0.01 -0.01
C 0.552032 6.721901 -0.255934 0.01 0.00 0.01
C 0.771529 5.711261 -1.179804 0.00 0.03 0.01
C 0.454283 4.394566 -0.867160 0.04 -0.02 -0.01
C 0.149015 -0.469822 2.575430 -0.02 -0.11 -0.15
O -0.876293 -0.922293 1.704643 0.24 0.04 0.06
C -0.409297 -0.107269 3.943269 -0.01 -0.01 0.03
C 0.347077 0.628172 4.856778 0.04 0.03 0.03
C -0.170090 0.967690 6.096091 -0.03 -0.01 0.03
C -1.453025 0.571358 6.454402 0.01 0.01 0.00
C -2.203542 -0.175581 5.561177 0.00 0.02 0.01
C -1.684124 -0.516099 4.317697 -0.03 0.01 0.02
C 1.131382 -1.647104 2.645451 0.01 -0.01 -0.02
C 1.635370 -2.147472 1.443974 -0.07 0.05 0.04
C 2.519569 -3.210686 1.434917 0.01 -0.04 -0.02
C 2.911590 -3.801862 2.630225 0.01 0.02 0.04
C 2.406520 -3.319412 3.826600 0.00 -0.04 0.00
C 1.519360 -2.248238 3.833140 0.00 0.03 0.03
H 4.308690 1.844133 3.471414 0.03 0.00 -0.02
H 2.963815 2.739427 4.217550 -0.01 -0.03 0.02
H 4.020024 3.543860 3.040956 -0.01 0.02 0.01
H 4.185185 1.573970 0.810771 0.01 0.00 -0.02
H 3.553389 3.225621 0.572973 -0.01 0.01 0.00
H 2.594119 1.830086 0.057781 -0.02 0.02 -0.03
H 0.984643 0.445873 0.834043 0.02 -0.06 -0.01
H -0.329092 2.230186 2.836559 0.00 0.06 -0.05
H -2.273494 2.379859 -1.245745 -0.02 0.02 -0.01
H -4.727034 2.692694 -1.175620 -0.01 -0.01 -0.01
H -5.853832 3.147413 0.993124 0.00 -0.02 0.00
H -4.500109 3.206801 3.068090 0.00 0.01 0.01
H -2.090956 2.900698 2.986975 0.01 0.03 0.00
H -0.713445 4.853267 2.264898 -0.01 -0.01 -0.01
H -0.158506 7.180989 1.719206 0.00 0.00 0.01
H 0.796840 7.750002 -0.495761 0.00 0.01 -0.01
H 1.192707 5.949044 -2.150245 0.00 -0.01 -0.01
H 0.618130 3.578643 -1.560210 -0.01 0.01 -0.01
H 1.348778 0.931223 4.582989 -0.03 0.00 0.01
H 0.432392 1.546096 6.786469 0.00 0.01 0.00
H -1.860997 0.844091 7.420166 0.00 0.00 0.01
H -3.203894 -0.495992 5.824971 -0.01 -0.01 0.01
H -2.283335 -1.102656 3.634671 0.00 0.00 -0.03
H 1.340421 -1.712025 0.498681 0.03 0.00 -0.07
H 2.897510 -3.570718 0.486427 0.01 0.03 -0.03
H 3.609173 -4.630784 2.626375 -0.01 -0.02 0.00
H 2.694551 -3.778940 4.765131 0.02 0.00 0.01
H 1.132265 -1.886608 4.777218 0.01 -0.01 -0.01
N -3.549920 -0.209918 1.093616 -0.01 -0.03 0.06
C -4.475526 -1.256056 0.635864 0.00 0.06 0.13
C -4.420072 -1.442638 -0.897523 0.06 -0.21 0.05
O -5.145945 -2.333300 -1.366765 -0.10 0.00 -0.05
O -3.626922 -0.678309 -1.504641 0.09 0.24 -0.27
H -4.037512 0.487394 1.643549 -0.01 -0.04 0.00
H -3.279594 0.269401 0.228355 0.00 -0.18 0.20
H -1.731437 -0.458184 1.815869 -0.26 0.04 -0.35
H -5.515701 -1.024596 0.887745 0.01 -0.01 0.03
H -4.242984 -2.225298 1.084542 0.02 0.02 0.03
Cl 0.264618 -3.939702 -6.986292 0.03 -0.07 -0.11
C 1.610935 -4.489739 -6.023250 0.04 0.02 -0.09
C 2.690583 -5.022780 -6.708526 0.01 -0.03 0.00
C 3.769772 -5.549219 -6.024283 -0.01 0.03 0.01
C 3.742704 -5.552469 -4.636967 -0.01 0.01 -0.03
C 2.669638 -5.012119 -3.964780 0.01 -0.01 0.01
Cl 2.670368 -5.083762 -2.230102 -0.03 0.00 -0.02
C 1.571215 -4.415455 -4.623222 0.05 -0.05 -0.02
N 0.540138 -3.887519 -3.896650 -0.13 -0.15 0.10
C -0.310367 -2.813483 -4.320818 -0.07 -0.02 0.12
C -1.681989 -3.010747 -4.256170 0.02 -0.04 0.04
C -2.560509 -1.981424 -4.548203 -0.02 0.08 0.01
C -2.050178 -0.752427 -4.938586 -0.02 -0.04 0.09
C -0.677479 -0.558245 -4.986234 0.07 0.02 0.02
C 0.221597 -1.570522 -4.653851 -0.05 0.18 0.06
C 1.691131 -1.296898 -4.544902 -0.02 -0.01 0.06
C 2.317743 -1.711127 -3.176352 0.12 -0.10 0.04
O 3.521812 -1.999284 -3.209182 0.13 0.07 -0.03
O 1.549393 -1.731865 -2.175424 -0.12 0.12 0.06
H 2.660248 -5.026986 -7.789517 0.00 0.01 -0.01
H 4.618140 -5.952264 -6.560071 0.00 -0.01 -0.01
H 4.562889 -5.959366 -4.062376 0.00 -0.01 0.01
H 0.751539 -3.819643 -2.906821 0.02 0.08 -0.01
H -2.049221 -3.979560 -3.942427 -0.01 0.00 0.01
H -3.625030 -2.114036 -4.414129 0.00 -0.04 0.02
H -2.722720 0.074099 -5.126496 -0.01 0.02 -0.06
H -0.281969 0.420772 -5.235408 0.00 0.01 0.00
H 1.853501 -0.221489 -4.657707 0.07 -0.02 -0.03
H 2.271251 -1.797853 -5.323606 -0.04 0.01 -0.01
```
Forces are in eV/Å.

Computed properties:
- Charge: -2
- E_tot: -98540.01400 eV
- Molar mass: 1039.16 g/mol
- Frontier orbital gap: 7.12 eV

Energy relative to the best compared isomer or geometry (same formula, charge and spin) for every record listed, in sequence, given in kcal per mole: 165.9; 0.0.